No. 1
Here is a molecular structure, C6H19N5O3Rb from the OMol25 dataset. Energies are from the ωB97M-V functional and the def2-TZVPD basis.

The geometry in XYZ format:
```
34
C6H19N5O3Rb (the ωB97M-V functional and the def2-TZVPD basis)
Rb 1.06296 -0.46340 0.27493
C -2.72172 2.21582 -0.23059
C -1.25257 2.71808 -0.01749
C -1.08972 4.20682 0.11601
O -1.88463 4.79838 -0.89315
C -1.65747 6.23183 -1.06441
N -0.65041 2.11989 1.17111
H -3.36544 2.46413 0.61325
H -2.60457 1.13368 -0.28865
H -3.21985 2.46227 -1.16827
H -0.64168 2.42910 -0.87270
H -0.11185 4.54203 -0.22970
H -1.26649 4.59947 1.11735
H -0.65541 6.36208 -1.47310
H -1.95575 6.85938 -0.22460
H -2.29447 6.46757 -1.91691
H -1.10267 1.23182 1.33504
H -1.09043 2.64451 1.91358
C -0.90002 -3.74939 0.14961
O -0.79003 -2.54225 0.19682
N -1.86683 -4.37812 -0.43078
N 0.03738 -4.59597 0.52949
H -1.78441 -5.38472 -0.43913
H -2.62246 -3.83929 -0.82925
H 0.80891 -4.39572 1.14975
H -0.16391 -5.58503 0.49272
C 3.88750 -3.15136 -0.05377
O 3.06175 -2.35001 -0.47606
N 4.25905 -3.35370 1.19940
N 4.48593 -4.00445 -0.81001
H 5.04947 -3.90979 1.49281
H 3.53248 -3.25183 1.89354
H 5.24585 -4.55218 -0.43239
H 4.26150 -3.97964 -1.79445
```

The multiplicity is 2. The value obtained for the LUMO energy (alpha / beta) is -5.26 / -11.59 eV. The net charge is +2. The value obtained for the energy is -763.02857 Eh. For the strongest force on any atom, the calculation gives 4.29 eV Å⁻¹. As for the HOMO energy (alpha / beta): -14.81 / -14.81 eV. As for the HOMO-LUMO gap (alpha / beta): 0.3509 / 0.1184 Ha.

No. 2
Here is 3 unconnected molecules or ions with the total composition C6H19NO3 from the OMol25 dataset. Energies are from the ωB97M-V functional and the def2-TZVPD basis.

The geometry in XYZ format:
```
29
C6H19NO3 (the ωB97M-V functional and the def2-TZVPD basis)
C 1.47192 0.07889 2.48761
C 0.15428 -0.55000 2.09944
C -1.06180 0.24281 2.71265
N 0.13096 -0.45252 0.63529
C -0.80154 -1.29716 -0.13256
C -0.08203 -2.22554 -1.18602
C 0.66965 -1.31092 -2.16157
O -0.18488 -0.32058 -2.75794
H 2.35725 -0.39361 2.00447
H 1.82250 0.97920 1.96430
H 1.62296 0.30071 3.54300
H 0.16659 -1.66401 2.27181
H -1.90740 -0.41245 2.84660
H -1.48016 0.88617 1.91068
H -0.69031 0.91546 3.47865
H -0.03072 0.47546 0.24040
H -1.36126 -0.55150 -0.72448
H -1.43658 -2.03479 0.36075
H 0.59130 -2.81049 -0.59642
H -0.86700 -2.82069 -1.71657
H 0.90087 -1.83406 -3.07426
H 1.54793 -0.79287 -1.82335
H -0.21324 0.39346 -2.04636
O -1.71292 2.42888 -2.18097
H -2.55621 2.84226 -1.91248
H -1.96398 1.92910 -2.97603
O 1.53222 2.50891 -0.72252
H 0.96568 2.74103 -1.48962
H 2.41594 2.74884 -1.05452
```

The calculation puts the energy above the lowest of the compared OMol25 structures with the same formula, charge and spin at 200.6 kJ/mol. Its SMILES is CC(C)NCCCO.O.O. The value obtained for the LUMO energy is 0.48 eV. The value obtained for the energy is -520.40724 Eh. For the strongest force on any atom, the calculation gives 2.98 eV Å⁻¹. As for the HOMO energy: -8.13 eV. As for the HOMO-LUMO gap: 0.3165 Ha.

No. 3
Here is 4 unconnected molecules or ions with the total composition C6H19NO4 from the OMol25 dataset. Energies are from the ωB97M-V functional and the def2-TZVPD basis.

The geometry in XYZ format:
```
30
C6H19NO4 (the ωB97M-V functional and the def2-TZVPD basis)
C -2.80402 -0.90186 0.83626
C -2.49300 -1.36555 -0.37749
C -1.13268 -1.89414 -0.65124
C -0.50949 -1.16678 -1.87599
C 0.15100 0.13806 -1.28039
N -0.38159 1.37119 -2.01173
C 1.64606 0.01274 -1.57937
O 2.07953 -1.10111 -0.79236
H -3.93664 -0.84470 1.00695
H -2.16282 -0.95648 1.68289
H -3.26999 -1.51677 -1.10066
H -0.37813 -1.99334 0.15621
H -1.32331 -2.98824 -0.86226
H 0.00882 -1.94611 -2.37249
H -1.31641 -0.93707 -2.63106
H -0.02071 0.42679 -0.24223
H 0.40115 1.91012 -2.40725
H -0.90992 1.09769 -2.82065
H 1.89700 -0.10898 -2.64433
H 2.22803 0.92703 -1.29629
H 1.69889 -1.03387 0.07304
O 3.14491 2.44369 1.06140
H 2.44110 3.09857 0.99277
H 2.58927 1.68245 1.32289
O 1.75643 0.97509 2.87435
H 1.57691 1.74997 3.40132
H 2.22119 0.35442 3.50832
O -1.20224 1.08437 2.48503
H -1.38484 0.12503 2.37431
H -0.61452 1.35778 3.17005
```

The calculation puts the energy above the lowest of the compared OMol25 structures with the same formula, charge and spin at 377.6 kJ/mol. Its SMILES is C=CCC[C@H](N)CO.O.O.O. The value obtained for the LUMO energy is 0.09 eV. The value obtained for the energy is -595.61518 Eh. For the strongest force on any atom, the calculation gives 4.29 eV Å⁻¹. As for the HOMO energy: -9.19 eV. As for the HOMO-LUMO gap: 0.3408 Ha.

No. 4
Here is C6H19NSi3 in the gas phase from the OMol25 dataset. Energies are from the ωB97M-V functional and the def2-TZVPD basis.

The geometry in XYZ format:
```
29
C6H19NSi3 (the ωB97M-V functional and the def2-TZVPD basis)
C 2.48222 1.10897 -1.83705
C 1.61137 -1.19562 -2.22139
C -0.40606 -1.63780 0.99712
C 0.92103 0.10039 2.43679
C 1.97889 -0.07959 -1.04638
C 0.81184 -0.65527 1.04727
N 0.86325 0.13565 -0.20983
Si -2.03399 2.08325 0.59789
Si -3.76844 0.63432 0.18266
Si -0.46294 1.01585 -0.78010
H 1.64769 1.25327 -2.50137
H 2.66867 2.04486 -1.25877
H 3.34548 0.92841 -2.41064
H 0.71057 -1.13121 -2.80392
H 1.35639 -1.90909 -1.53732
H 2.41335 -1.34887 -2.95830
H -0.44149 -2.06669 0.03011
H -0.19063 -2.39788 1.66550
H -1.23152 -1.06171 1.19640
H 0.31373 0.98527 2.42104
H 1.96701 0.44934 2.58729
H 0.62168 -0.49930 3.19112
H 2.83050 -0.50720 -0.56684
H 1.74975 -1.43325 0.96434
H -2.33254 3.46190 -0.35903
H -2.36806 2.63749 2.05364
H -5.16960 1.00860 -0.18985
H -3.21040 -0.26343 -0.84131
H -3.80340 0.01865 1.58835
```

The calculation puts the energy above the lowest of the compared OMol25 structures with the same formula, charge and spin at 314.6 kJ/mol. The value obtained for the LUMO energy is -0.30 eV. The value obtained for the energy is -1163.07067 Eh. For the strongest force on any atom, the calculation gives 4.82 eV Å⁻¹. As for the HOMO energy: -7.59 eV. As for the HOMO-LUMO gap: 0.2680 Ha.

No. 5
Here is a molecular structure, C6H20AsBe2F6O8Ti2 from the OMol25 dataset. Energies are from the ωB97M-V functional and the def2-TZVPD basis.

The geometry in XYZ format:
```
45
C6H20AsBe2F6O8Ti2 (the ωB97M-V functional and the def2-TZVPD basis)
Ti 19.92251 -11.73566 -9.36431
Ti 22.84555 -14.24849 -9.99073
Be 22.37881 -15.09165 -5.85349
Be 20.16632 -16.72945 -8.92896
C 20.92467 -14.06769 -7.84924
O 20.58922 -14.06815 -9.09115
O 20.51548 -14.99165 -7.07690
O 21.85463 -13.28779 -7.41168
As 21.07768 -12.18718 -12.65812
F 20.46756 -11.96133 -14.20259
F 19.69446 -11.42176 -11.84512
F 21.76239 -12.41847 -10.98457
F 22.50801 -12.98516 -13.22144
F 21.92769 -10.71300 -12.61241
F 20.35723 -13.74583 -12.49925
C 18.93372 -15.29973 -4.27079
O 20.12586 -16.09742 -4.45149
H 18.97758 -14.68610 -3.37014
H 18.72018 -14.72979 -5.16745
H 18.10026 -15.96844 -4.03617
H 20.02271 -16.87919 -3.89526
C 21.82012 -9.45620 -7.27955
O 21.41865 -10.64335 -8.04838
H 22.89745 -9.55065 -7.16152
H 21.61452 -8.61868 -7.93662
H 21.31677 -9.39187 -6.32035
H 21.78888 -11.46641 -7.67311
C 17.04501 -16.26496 -7.87794
O 17.76241 -16.45701 -9.12014
H 16.05412 -15.83286 -7.99821
H 16.91845 -17.20985 -7.35141
H 17.72638 -15.64271 -7.30422
H 17.47024 -17.25165 -9.58613
C 24.22777 -12.47933 -5.52191
O 24.27200 -13.83524 -5.08220
H 25.04831 -11.87739 -5.14248
H 24.25733 -12.45949 -6.61964
H 23.26338 -12.03012 -5.28199
H 25.14211 -14.07059 -4.73911
C 19.59577 -18.87284 -6.10573
O 19.55957 -17.58416 -6.76073
H 18.81671 -18.90459 -5.34087
H 19.44483 -19.69350 -6.79663
H 20.54581 -18.96760 -5.57788
H 19.77235 -16.93629 -6.06585
```

The multiplicity is 7. The value obtained for the LUMO energy (alpha / beta) is -11.55 / -11.89 eV. The net charge is +3. The value obtained for the energy is -5404.79884 Eh. For the strongest force on any atom, the calculation gives 4.03 eV Å⁻¹. As for the HOMO energy (alpha / beta): -16.35 / -19.11 eV. As for the HOMO-LUMO gap (alpha / beta): 0.1765 / 0.2652 Ha.

No. 6
Here is a molecular structure, C6H20BFO2Rb from the OMol25 dataset. Energies are from the ωB97M-V functional and the def2-TZVPD basis.

The geometry in XYZ format:
```
31
C6H20BFO2Rb (the ωB97M-V functional and the def2-TZVPD basis)
Rb -0.90028 1.18091 3.30400
F 0.26874 0.78843 0.75233
B 3.27226 3.52518 -0.65714
H 3.41614 4.07699 -1.68244
H 2.24448 3.00293 -0.47837
H 4.07317 2.66361 -0.64865
H 3.53392 4.27052 0.21269
C 1.51320 -3.58413 2.11868
C 1.81038 -2.20171 1.59747
C 1.79616 -2.11397 0.07818
O 0.81820 -1.33954 2.16688
H 1.63669 -3.70397 3.19694
H 2.05643 -4.36397 1.57544
H 0.46828 -3.88493 1.96457
H 2.75907 -1.86398 2.02950
H 0.78271 -2.12074 -0.32527
H 2.36300 -2.94217 -0.35073
H 2.22153 -1.16365 -0.24770
H 0.76579 -0.50577 1.62675
C -2.70623 -0.40157 -1.27324
C -2.53340 1.10723 -1.36878
C -3.78554 1.82448 -1.85971
O -2.25019 1.66850 -0.08455
H -2.72069 -0.76883 -2.30556
H -3.56323 -0.73488 -0.68504
H -1.84132 -0.89525 -0.82077
H -1.67738 1.28884 -2.02510
H -3.59105 2.74866 -2.40531
H -4.48581 2.05367 -1.05849
H -4.30036 1.18310 -2.58577
H -1.44469 1.20598 0.23917
```

The calculation puts the energy above the lowest of the compared OMol25 structures with the same formula, charge and spin at 96.3 kJ/mol. The value obtained for the LUMO energy is 0.99 eV. The net charge is -1. The value obtained for the energy is -539.86098 Eh. For the strongest force on any atom, the calculation gives 1.51 eV Å⁻¹. As for the HOMO energy: -3.59 eV. As for the HOMO-LUMO gap: 0.1682 Ha.

No. 7
Here is a molecular structure, C6H20Fe2N10O8 from the OMol25 dataset. Energies are from the ωB97M-V functional and the def2-TZVPD basis.

The geometry in XYZ format:
```
46
C6H20Fe2N10O8 (the ωB97M-V functional and the def2-TZVPD basis)
Fe 16.65103 19.47319 -23.40994
Fe 17.80798 21.90861 -26.42993
C 16.46384 22.23543 -24.31617
O 17.76534 22.39991 -24.47232
O 15.99423 21.36892 -23.50385
O 15.94719 22.33252 -25.51720
C 13.05755 24.53358 -26.87157
O 11.91344 24.64620 -27.25482
N 13.80193 23.40831 -27.13214
N 13.62186 25.40221 -25.98157
H 13.29746 22.70479 -27.63940
H 14.56841 23.21248 -26.50970
H 13.14628 26.25537 -25.74153
H 14.48033 25.31137 -25.46975
C 13.73927 19.11367 -24.60799
O 14.87704 18.80507 -24.17883
N 12.78175 18.18135 -24.75590
N 13.35404 20.39778 -24.77734
H 11.88979 18.37193 -25.17480
H 12.98891 17.27498 -24.36968
H 14.05002 21.07870 -24.52534
H 12.46078 20.59899 -25.18910
C 18.93235 25.88289 -23.89449
O 19.14586 27.06826 -23.91914
N 19.90386 24.91993 -23.72796
N 17.65791 25.35112 -24.04386
H 19.63762 23.96642 -23.88861
H 20.83649 25.21187 -23.50255
H 16.93238 26.03535 -23.93610
H 17.62023 24.36592 -24.20351
C 19.00780 20.48638 -21.57086
O 18.28142 19.64014 -22.13364
N 19.70358 20.15420 -20.45672
N 19.17804 21.76009 -21.99107
H 19.90327 20.82651 -19.73920
H 19.74616 19.15621 -20.32870
H 18.71915 22.07063 -22.83255
H 19.81352 22.30345 -21.43472
C 14.86564 20.02713 -20.63905
O 15.75200 19.44934 -21.30124
N 14.19251 19.33861 -19.69043
N 14.26709 21.19677 -21.02317
H 13.29817 19.62862 -19.34267
H 14.58148 18.41238 -19.61443
H 13.26723 21.25851 -20.97242
H 14.79668 21.69427 -21.71609
```

The multiplicity is 9. The value obtained for the LUMO energy (alpha / beta) is -9.77 / -9.88 eV. The net charge is +2. The value obtained for the energy is -3917.11762 Eh. For the strongest force on any atom, the calculation gives 6.61 eV Å⁻¹. As for the HOMO energy (alpha / beta): -14.03 / -14.03 eV. As for the HOMO-LUMO gap (alpha / beta): 0.1565 / 0.1524 Ha.

No. 8
Here is a molecular structure, C6H20Fe2O5 from the OMol25 dataset. Energies are from the ωB97M-V functional and the def2-TZVPD basis.

The geometry in XYZ format:
```
33
C6H20Fe2O5 (the ωB97M-V functional and the def2-TZVPD basis)
Fe -2.22495 0.33270 0.01257
Fe -0.95178 -1.51791 -2.03923
O -0.83606 -1.11969 -0.07205
H -0.28595 -1.79072 0.37700
O -2.39850 -0.10484 -1.93586
H -2.53036 0.65081 -2.54095
C 1.25115 3.52465 -0.41804
C -0.15872 3.10079 -0.88667
O -0.48628 1.72313 -0.67430
H 1.56737 4.56479 -0.49681
H 1.92543 3.01172 -1.10385
H 1.56797 3.19932 0.57286
H -0.24339 3.27361 -1.95955
H -0.90398 3.65128 -0.31252
H 0.21248 1.31343 -1.18956
C 1.58221 -5.13447 -0.71859
C 1.37943 -3.63830 -1.30514
O 0.14915 -3.43278 -2.08082
H 0.64951 -5.48197 -0.27427
H 2.22326 -5.15809 0.16267
H 1.94922 -5.93570 -1.36001
H 2.18461 -3.31293 -1.96386
H 1.32613 -3.01745 -0.41083
H 0.17372 -3.89875 -2.91979
C -0.73313 2.57294 2.70086
C -0.46784 1.11731 2.38655
O -1.62462 0.42088 2.16321
H 0.09588 3.24348 2.92713
H -1.28165 2.79147 3.61709
H -1.26415 3.02105 1.86102
H 0.00002 0.72297 3.28861
H 0.27454 0.93524 1.60949
H -2.12074 0.37203 2.98363
```

The multiplicity is 9. The value obtained for the LUMO energy (alpha / beta) is -7.61 / -8.13 eV. The net charge is +2. The value obtained for the energy is -3143.60860 Eh. For the strongest force on any atom, the calculation gives 4.30 eV Å⁻¹. As for the HOMO energy (alpha / beta): -17.47 / -17.31 eV. As for the HOMO-LUMO gap (alpha / beta): 0.3625 / 0.3375 Ha.

Question: Which of these has the lowest energy?
Answer: C6H20AsBe2F6O8Ti2

Question: The highest energy belongs to which entry?
Answer: C6H19NO3

Question: The lowest energy belongs to which entry?
Answer: C6H20AsBe2F6O8Ti2